1.
DFT (ωB97M-V with the def2-TZVPD basis set) results for a cluster of 6 separate species, C35H74F2NO5Si in total at a distorted geometry.

energy	-2298.120073	Eh
frontier orbital gap	5.4	eV
E_HOMO	-3.24	eV
molar mass	655.06	g/mol

```
! wB97M-V def2-TZVPD RIJCOSX def2/J DEFGRID3
* xyz -1 1
C 4.76270 0.41600 2.89026
C 4.16747 -0.10853 1.56979
C 3.96912 0.98622 0.48858
C 3.54495 0.22396 -0.79616
N 2.81155 1.78637 0.89629
C 3.08109 3.09403 1.02021
F 3.40839 3.70819 -0.27866
F 4.21889 3.41291 1.82328
C 1.84761 3.86764 1.54511
C 0.83960 2.97455 2.27448
Si -0.58393 2.38730 1.17383
C -2.08417 3.53323 1.30696
C -0.05847 2.42179 -0.65865
C -1.00366 0.57366 1.52293
C 0.03186 -0.34760 1.56555
C -0.15653 -1.69267 1.78064
C -1.45098 -2.15782 1.95711
C -2.48048 -1.25146 1.94275
C -2.29117 0.09063 1.72918
H 4.33960 -0.20077 3.69902
H 5.84258 0.22552 2.89472
H 4.49578 1.44663 3.12405
H 4.82429 -0.87722 1.12289
H 3.21946 -0.61735 1.77684
H 4.88618 1.56625 0.31147
H 3.29191 0.90024 -1.61792
H 4.26067 -0.56531 -1.06476
H 2.60813 -0.28670 -0.52501
H 1.38344 4.46216 0.75089
H 2.24253 4.61278 2.25416
H 1.29917 2.15248 2.82453
H 0.35211 3.60935 3.04235
H -1.69942 4.55862 1.20085
H -2.77903 3.36954 0.47616
H -2.59237 3.50345 2.27772
H -0.97748 2.53997 -1.24909
H 0.36901 1.43201 -0.84672
H 0.68840 3.18624 -0.87039
H 1.04890 0.02913 1.42242
H 0.71956 -2.33498 1.77156
H -1.59989 -3.22490 2.10045
H -3.48418 -1.65410 2.08469
H -3.12730 0.78590 1.70804
C -4.99405 -5.26452 -1.53948
C -4.68879 -4.41019 -2.75958
O -4.58252 -3.02900 -2.47219
C -3.56802 -2.65578 -1.54716
C -2.16583 -3.03343 -1.98755
H -5.92043 -4.93419 -1.06448
H -5.10128 -6.31164 -1.82836
H -4.20247 -5.20446 -0.79164
H -5.50701 -4.51293 -3.47497
H -3.78494 -4.76385 -3.26818
H -3.79023 -3.06687 -0.55689
H -3.62707 -1.57150 -1.45134
H -2.04536 -4.11349 -2.09257
H -1.43679 -2.68383 -1.25529
H -1.93536 -2.58178 -2.95409
C 4.23259 -5.19539 4.25978
C 4.69119 -3.78396 4.58918
O 3.66552 -2.96439 5.11767
C 3.07168 -3.40312 6.32239
C 4.04927 -3.53221 7.47948
H 3.40419 -5.16935 3.54986
H 5.05279 -5.76674 3.82215
H 3.88881 -5.73175 5.14607
H 5.02822 -3.29638 3.67408
H 5.55254 -3.80018 5.26715
H 2.53366 -4.34495 6.16099
H 2.31800 -2.65608 6.57378
H 4.82336 -4.27523 7.28137
H 3.52230 -3.83198 8.38696
H 4.54784 -2.57913 7.66346
C -8.57312 -1.10689 -1.78248
C -8.16782 -2.56892 -1.70776
O -8.59110 -3.21827 -0.51845
C -9.98544 -3.25629 -0.28769
C -10.77065 -3.96932 -1.37635
H -8.17772 -0.55870 -0.92579
H -8.18735 -0.65538 -2.69715
H -9.65762 -0.98105 -1.78014
H -7.07960 -2.63360 -1.72135
H -8.52176 -3.11935 -2.58728
H -10.37239 -2.24294 -0.12993
H -10.11912 -3.78813 0.65550
H -10.67617 -3.47140 -2.34214
H -11.83046 -4.00061 -1.11835
H -10.41022 -4.99242 -1.49732
C -1.06583 7.37419 -3.86560
C -0.65112 5.91359 -3.78226
O -1.07381 5.26561 -2.60066
C -2.46728 5.21397 -2.37279
C -3.24230 4.49138 -3.46246
H -0.68129 7.92783 -3.00728
H -0.67552 7.82645 -4.77898
H -2.15084 7.49165 -3.87325
H 0.43741 5.85201 -3.78387
H -0.99525 5.36118 -4.66470
H -2.86554 6.22406 -2.21582
H -2.59619 4.68144 -1.43051
H -3.15188 4.98906 -4.42962
H -4.30227 4.44848 -3.20619
H -2.86966 3.47246 -3.58068
C 7.50020 1.26211 -4.37924
C 6.51780 1.33796 -3.22016
O 6.81037 0.44569 -2.16440
C 8.06129 0.60516 -1.52808
C 8.25628 1.97297 -0.89504
H 7.53864 0.24723 -4.78067
H 7.19717 1.94368 -5.17590
H 8.51294 1.53370 -4.07591
H 5.52425 1.06456 -3.57568
H 6.43990 2.36276 -2.84205
H 8.87708 0.37780 -2.22698
H 8.10050 -0.15716 -0.74853
H 8.23167 2.77431 -1.63516
H 9.22016 2.01827 -0.38432
H 7.46594 2.17183 -0.16953
*
```

2.
DFT (ωB97M-V with the def2-TZVPD basis set) results for a structure of composition C35H74FNO11Si2 at a distorted geometry.

energy	-2939.348546	Eh
frontier orbital gap	10.1	eV
E_HOMO	-9.47	eV
molar mass	760.14	g/mol

```
! wB97M-V def2-TZVPD RIJCOSX def2/J DEFGRID3
* xyz 0 1
C -3.88734 3.16756 3.03517
C -4.86265 2.10963 2.48213
C -4.37879 0.71851 2.88992
C -5.23657 -0.44634 2.30028
C -4.57897 -1.12264 1.06913
C -4.13898 -2.57231 1.33707
C -3.31647 -2.70204 2.64129
C -2.01530 -3.50298 2.47689
C -0.92605 -2.80058 1.63133
Si -0.20703 -1.22796 2.36928
O -0.79835 0.21155 1.68825
Si -0.73067 0.26335 -0.00349
C -1.89004 1.65808 -0.57144
C -1.98955 1.74762 -2.09043
C -2.91738 0.74008 -2.73971
N -1.32614 2.58918 -2.76975
C 0.98691 0.64721 -0.67947
C 1.04185 0.01748 -2.08684
C 1.70318 -1.37193 -2.03786
F 1.68625 0.85248 -2.98030
H -2.85242 2.94512 2.77720
H -4.16303 4.15039 2.64902
H -3.94208 3.20430 4.12486
H -4.93483 2.18678 1.39691
H -5.83182 2.28439 2.95361
H -3.35128 0.54742 2.56718
H -4.37514 0.61613 3.97870
H -6.24270 -0.09139 2.07248
H -5.34024 -1.16808 3.11356
H -5.31218 -1.12372 0.25758
H -3.70237 -0.56465 0.73536
H -5.03215 -3.19536 1.42078
H -3.57249 -2.92584 0.47173
H -3.92638 -3.24839 3.36596
H -3.13868 -1.71841 3.08491
H -1.65026 -3.79198 3.46383
H -2.28555 -4.41402 1.93404
H -1.30828 -2.68381 0.61666
H -0.09210 -3.51106 1.55088
H -0.56169 -1.21439 3.80833
H 1.27020 -1.21587 2.33148
H -1.21090 -0.98511 -0.62215
H -2.87272 1.54804 -0.11601
H -1.46103 2.58223 -0.16921
H -3.72349 0.52029 -2.03939
H -3.32551 1.15732 -3.65616
H -2.35266 -0.17701 -2.91679
H -0.75990 3.15658 -2.14124
H 1.05594 1.72880 -0.83301
H 1.80990 0.28927 -0.06114
H 0.02669 -0.13241 -2.47175
H 2.50814 -1.33916 -1.30457
H 2.12692 -1.60698 -3.01349
H 0.93519 -2.09273 -1.75726
O -1.49684 -3.62003 -1.87331
C -1.05696 -3.74062 -2.98665
O -1.45677 -2.87641 -3.93469
C -0.85403 -2.80203 -5.23336
C -1.46681 -3.79591 -6.19692
C -0.12742 -4.87106 -3.35286
H 0.22940 -2.90609 -5.16320
H -1.04845 -1.78746 -5.57770
H -1.30020 -4.82372 -5.87394
H -1.03671 -3.67495 -7.19105
H -2.54465 -3.64459 -6.25902
H -0.72430 -5.74590 -3.60750
H 0.48422 -5.10295 -2.48442
H 0.54750 -4.64297 -4.17432
O 4.80928 0.49532 3.75269
C 4.12353 1.46335 3.55502
O 3.10564 1.36715 2.68491
C 2.10761 2.38232 2.50542
C 2.54954 3.43563 1.51123
C 4.42404 2.79316 4.20188
H 1.80785 2.81428 3.46089
H 1.23662 1.85457 2.11762
H 3.42759 3.97830 1.86337
H 1.74753 4.15473 1.33838
H 2.81609 2.96878 0.56220
H 5.15992 3.31887 3.59500
H 4.84844 2.60443 5.18479
H 3.55069 3.42652 4.33898
O 3.14530 -4.29318 -7.48976
C 3.94964 -3.61325 -6.91058
O 4.46459 -4.06076 -5.75268
C 5.54924 -3.41783 -5.07247
C 5.05283 -2.30424 -4.17676
C 4.32999 -2.24028 -7.41119
H 6.30681 -3.07873 -5.78071
H 6.01209 -4.19754 -4.47014
H 4.56777 -1.51436 -4.75226
H 5.87491 -1.86348 -3.61302
H 4.31569 -2.69459 -3.47517
H 3.60338 -1.51829 -7.04079
H 4.29146 -2.25268 -8.49758
H 5.32975 -1.92412 -7.12366
O 4.85309 -2.84836 -0.43722
C 4.76545 -2.94320 0.75873
O 5.61080 -3.76316 1.40795
C 5.71623 -3.80055 2.83412
C 4.69063 -4.72940 3.45039
C 3.68547 -2.22808 1.53224
H 5.66890 -2.79414 3.25176
H 6.71880 -4.17517 3.03461
H 3.67317 -4.38852 3.25691
H 4.83252 -4.79073 4.52968
H 4.78505 -5.72938 3.02652
H 2.78280 -2.83726 1.51704
H 3.48149 -1.28040 1.03986
H 3.95162 -1.99622 2.56070
O -1.81342 6.24899 3.36103
C -2.62347 7.12640 3.23567
O -3.57345 6.99841 2.29145
C -4.69085 7.88317 2.17438
C -4.35545 9.10829 1.34954
C -2.55265 8.39350 4.05345
H -5.08562 8.13998 3.15840
H -5.46150 7.30126 1.67133
H -3.57596 9.70827 1.81981
H -5.23896 9.73380 1.22005
H -3.98898 8.81113 0.36712
H -1.87346 9.08921 3.56260
H -2.15269 8.14314 5.03274
H -3.51435 8.87700 4.20812
*
```

3.
DFT (ωB97M-V with the def2-TZVPD basis set) results for a cluster of 10 separate species, C35H75N5O16S4 in total at a distorted geometry.

energy	-4448.992568	Eh
frontier orbital gap	9.4	eV
SMILES	O=S1(=O)CCCC1.O=S1(=O)CCCC1.O=S1(=O)CCCC1.O=S1(=O)CCCC1.CCOC(=O)OC.CNC(C)=O.CNC(C)=O.CNC(C)=O.CNC(C)=O.CNC(C)=O
E_HOMO	-9.14	eV
molar mass	950.27	g/mol

```
! wB97M-V def2-TZVPD RIJCOSX def2/J DEFGRID3
* xyz 0 1
O -13.45966 1.56357 -2.12624
S -14.74772 1.16062 -1.63662
O -15.29295 1.83601 -0.48657
C -15.96235 1.27801 -2.96928
C -16.26562 -0.15150 -3.30578
C -16.18145 -0.97642 -2.01269
C -14.83773 -0.61701 -1.39553
H -15.58520 1.93984 -3.74100
H -16.79073 1.78459 -2.46474
H -17.17750 -0.37128 -3.85972
H -15.46246 -0.54901 -3.94260
H -16.28710 -2.01089 -2.29412
H -16.93480 -0.63177 -1.30368
H -14.00615 -0.99440 -2.00622
H -14.53482 -0.94814 -0.40606
O -20.95740 -0.08734 -2.00838
S -20.97455 -1.46742 -1.58997
O -19.74648 -2.10361 -1.16763
C -22.14279 -1.65116 -0.24728
C -23.04146 -2.76953 -0.65464
C -23.24463 -2.67399 -2.15852
C -21.86586 -2.51888 -2.79481
H -22.60824 -0.66255 -0.24394
H -21.62078 -1.80008 0.69110
H -22.53415 -3.73814 -0.51543
H -23.91501 -2.96407 -0.03251
H -23.95928 -1.92597 -2.50408
H -23.68327 -3.63586 -2.44299
H -21.93373 -2.08632 -3.78886
H -21.33609 -3.45832 -2.87160
O -21.22866 -5.53624 -2.08594
S -20.65566 -6.77744 -1.60805
O -20.29351 -7.80679 -2.55673
C -19.23165 -6.34160 -0.63371
C -19.16937 -7.23329 0.57306
C -20.65868 -7.46056 0.98874
C -21.58044 -7.50845 -0.23721
H -19.41104 -5.28748 -0.38852
H -18.35909 -6.28511 -1.28764
H -18.70876 -8.18542 0.31215
H -18.70886 -6.76377 1.43545
H -20.89460 -6.59832 1.61103
H -20.80250 -8.36944 1.56619
H -22.42868 -6.87344 -0.00105
H -21.82444 -8.50245 -0.59512
O -22.22262 -1.87333 3.37313
S -20.94185 -2.47007 3.62713
O -20.53593 -3.76200 3.13838
C -19.61661 -1.31387 3.15640
C -18.72017 -1.32259 4.36340
C -19.61560 -1.25558 5.60847
C -20.63805 -2.35985 5.40789
H -19.98187 -0.30187 2.97135
H -19.29785 -1.67447 2.17799
H -17.97371 -2.12048 4.27510
H -18.05174 -0.45110 4.36345
H -20.07026 -0.26574 5.57434
H -19.00729 -1.39947 6.49456
H -21.62887 -2.28040 5.85625
H -20.26156 -3.30795 5.79819
C -17.48947 0.07084 -7.53299
C -18.06188 -1.30600 -7.63527
O -17.71864 -2.03683 -6.45733
C -18.70180 -2.68335 -5.84571
O -19.86129 -2.39138 -5.92907
O -18.14703 -3.62020 -5.09492
C -18.91596 -4.08551 -4.00197
H -17.92514 0.64547 -8.34947
H -16.40980 0.04157 -7.66619
H -17.71373 0.48329 -6.55389
H -17.70936 -1.81001 -8.53636
H -19.14983 -1.32342 -7.66738
H -19.94792 -3.75809 -4.09120
H -18.55302 -3.67739 -3.06485
H -19.02068 -5.16774 -3.97447
C -26.45811 -0.81285 -4.63902
N -25.44224 -0.20977 -5.47259
C -25.53775 1.00046 -6.06694
C -24.47777 1.27470 -7.10147
O -26.45621 1.77081 -5.85175
H -26.95148 -1.58052 -5.24317
H -27.14301 -0.07415 -4.24912
H -26.00709 -1.38486 -3.82866
H -24.65506 -0.80174 -5.65657
H -24.66266 2.21442 -7.60399
H -24.55739 0.46373 -7.83323
H -23.47044 1.24157 -6.68612
C -29.45818 -3.10912 -3.25702
N -28.40922 -3.90228 -2.68088
C -27.50697 -3.35833 -1.80074
C -26.57202 -4.34523 -1.14890
O -27.48954 -2.16924 -1.49212
H -29.29333 -2.03451 -3.28284
H -30.36509 -3.14515 -2.62649
H -29.77458 -3.40558 -4.25559
H -28.39463 -4.89143 -2.82245
H -25.54129 -4.03976 -1.33695
H -26.62489 -5.41137 -1.37257
H -26.68275 -4.26231 -0.06349
C -19.19913 1.09136 0.44058
N -17.90747 1.64435 0.80130
C -17.79728 2.25260 2.00590
C -16.39091 2.57662 2.42276
O -18.74674 2.48186 2.72375
H -19.85510 1.74961 -0.13716
H -19.77707 0.85557 1.32955
H -19.07505 0.20304 -0.17375
H -17.07765 1.48139 0.24130
H -16.29311 2.61240 3.50782
H -16.07375 3.58455 2.13547
H -15.65819 1.89515 1.98966
C -14.61154 -0.06430 3.45206
N -15.50150 -0.58998 2.45277
C -15.48875 -1.90204 2.07884
C -16.50602 -2.23756 1.03586
O -14.70914 -2.72184 2.49594
H -13.86630 0.64053 3.09769
H -14.11038 -0.88956 3.95960
H -15.19626 0.35490 4.27941
H -16.21055 0.05290 2.14467
H -17.09562 -3.09095 1.42034
H -16.15700 -2.68841 0.10894
H -17.32882 -1.56894 0.79604
C -23.05743 -3.20366 -6.23377
N -24.13029 -3.60356 -7.12348
C -25.35034 -4.00183 -6.67901
C -26.34018 -4.50579 -7.71802
O -25.61558 -4.04375 -5.49223
H -22.11983 -3.27597 -6.77376
H -22.98150 -3.90805 -5.39921
H -23.22014 -2.21946 -5.79715
H -23.97689 -3.78840 -8.09663
H -25.79653 -4.68388 -8.65082
H -27.24118 -3.92575 -7.88617
H -26.70490 -5.46141 -7.33653
*
```

> Look up the frontier orbital gap of the second one.

10.1 eV

> The highest energy belongs to which entry?

C35H74F2NO5Si